1.
The following is a DFT calculation (ωB97M-V/def2-TZVPD) of a single C16H15NO3 molecule.

Strongest force on any atom ... 0.70 eV/Å
Energy relative to the best compared isomer or geometry (same formula, charge and spin) ... 27.8 kcal per mole
Structure (SMILES) ... CC(=O)CCc1ccc(OC(=O)c2cccnc2)cc1

Geometry as ORCA input:
```
! RIJCOSX wB97M-V def2-TZVPD def2/J DEFGRID3
* xyz 0 1
C 0.7923 2.9751 0.6415
C 0.7379 -2.5449 -0.8325
C 0.5038 -3.0982 -2.2140
C -1.9382 -0.4944 -1.1786
C -1.8776 0.8838 -1.2605
C -1.3264 0.9845 1.0793
H -2.0227 -3.0866 -0.8303
H -2.1987 -1.0623 -2.0603
H 0.9086 1.6266 -1.0404
H -0.1032 -4.2033 0.2345
C 3.0400 1.7666 1.5600
C -0.1464 -3.1133 0.2583
H 1.0548 4.1696 2.4139
O 1.5579 -1.6897 -0.6104
C -0.4341 3.7143 0.2319
C 1.3486 1.9383 -0.1044
H -0.3002 -2.5301 -2.6793
C -1.6053 -2.6526 0.0791
H 2.9286 0.4940 -0.1733
H -1.2054 -0.8847 2.0874
H -2.0738 1.3974 -2.1887
C -1.6643 -1.1523 0.0128
H 0.2302 -2.7626 1.2202
O -1.4703 2.9961 -0.2594
C 2.4911 1.3165 0.3677
N 2.5347 2.7676 2.2622
H 1.3965 -2.9702 -2.8208
O -0.5318 4.9088 0.3021
C -1.3849 -0.3932 1.1429
C -1.5369 1.6234 -0.1366
C 1.4454 3.3578 1.8146
H 3.9307 1.3123 1.9731
H -2.1881 -3.0144 0.9288
H -1.1092 1.5652 1.9635
H 0.2166 -4.1450 -2.1838
*
```

2.
The following is a DFT calculation (ωB97M-V/def2-TZVPD) of a molecular structure, C3H3BrF3I in a non-equilibrium geometry.

Strongest force on any atom ... 2.99 eV/Å
Energy relative to the best compared isomer or geometry (same formula, charge and spin) ... 0.0 kcal per mole

Geometry as ORCA input:
```
! RIJCOSX wB97M-V def2-TZVPD def2/J DEFGRID3
* xyz 0 1
H 1.5227 0.6752 0.4382
I 0.3470 2.9973 1.1314
H -0.2937 0.8721 -1.1301
C 0.5639 0.8527 0.8670
F -0.1756 -1.0013 -2.1901
F -1.2730 -1.9307 -0.5507
H -1.4405 0.2499 0.3685
C -0.2206 -1.1397 -0.8422
F 0.8339 -1.7353 -0.4052
Br 0.6367 -0.0892 2.5552
C -0.5011 0.2490 -0.2419
*
```

3.
The following is a DFT calculation (ωB97M-V/def2-TZVPD) of 8 unconnected molecules or ions with the total composition C64H83BrF3IN7O4S in a non-equilibrium geometry.

Strongest force on any atom ... 9.69 eV/Å
E ... -6741.3648 Eh

Geometry as ORCA input:
```
! RIJCOSX wB97M-V def2-TZVPD def2/J DEFGRID3
* xyz 1 1
C 2.4247 -7.0270 1.9095
H -5.2803 -2.9540 0.8105
C -3.0042 2.1905 -2.4005
H 8.6324 8.2159 -3.1288
N -3.9764 1.0829 -2.9112
C -7.0314 1.6739 -1.0777
C 3.8841 -8.8620 1.3279
H -2.9720 0.5234 -0.1049
H 3.5699 -5.4849 -1.0303
C -3.2449 -7.1254 -6.7716
H -2.2664 -0.3752 -3.3070
N -4.9971 -1.9621 0.9689
H -7.0801 -3.1957 -1.9843
C -5.3859 -6.4864 -5.1008
C 4.7962 4.7450 7.3818
O -6.4157 -3.2124 -2.7339
C -3.5832 4.6775 -1.5553
H 7.9059 7.5889 1.0610
C 2.6368 -2.1443 0.6999
N -9.1424 -1.4422 4.5283
C -3.5478 -0.3444 -0.6901
C 6.9477 2.9559 4.3538
H 10.5586 6.6543 -3.0287
C -3.1595 0.2323 -3.8293
H -4.9263 -1.7875 2.0156
H 2.2789 -5.9711 2.1215
O -4.0762 -2.8507 -2.5861
N -3.3660 5.5876 -0.3312
H 6.5654 4.2908 8.5244
C 6.7461 -3.1790 -2.1176
C 1.5264 -9.2575 1.6753
O -2.6392 -1.4050 -5.5953
C 5.5645 4.0988 2.2173
N -10.0132 0.0873 2.4820
H -9.5794 -2.2803 4.9731
C 8.4872 7.3851 0.1656
H 2.9452 -10.7938 1.1558
H 1.0819 1.0211 1.2242
H 5.0252 4.5482 1.3879
H -1.0028 3.1022 -2.0163
H 7.2986 8.6739 -1.0868
C -3.5541 3.0457 -1.1121
C -8.7819 1.9615 1.0500
H -9.9815 -2.1543 1.2957
H 1.3337 1.6401 -2.6701
H 5.8650 -3.8157 -2.0955
C 5.4873 4.1721 8.4491
H 5.0269 2.2299 5.0074
H 0.6953 3.9592 1.6373
H 7.9780 -0.3344 -0.7197
C 7.6388 3.6798 3.3827
C 9.9781 6.8594 -2.1330
H 0.3499 -7.5302 2.1991
S -5.4179 1.1898 1.1426
H -8.1379 2.9318 1.1639
H 0.6419 3.4810 -0.5271
C -8.1184 0.9404 -0.1014
H -2.6465 -0.7942 -1.3403
C 1.8476 -2.6347 -0.3400
H -6.6177 -0.5466 -2.6791
H 2.7249 2.0101 1.2769
H -5.8490 2.3682 1.7718
H -8.9335 1.7737 3.3519
H -6.2178 -6.2399 -4.4469
H 2.3782 -1.2045 1.1814
H -3.3170 -2.5962 -0.1185
C 8.1469 7.9952 -1.0414
C 6.8055 -2.0428 -1.3110
H 0.9728 -2.0790 -0.6674
H -2.4090 -7.3771 -7.4186
C -9.6202 -1.2731 3.0749
H 2.8738 5.0405 6.4544
C 2.1811 -3.8390 -0.9602
F -5.5372 3.0966 -3.4230
C 3.3064 -4.5493 -0.5431
O -4.8896 2.8151 -0.6794
H 8.7169 3.7985 3.4580
C 4.7962 3.4482 9.4203
C -0.6050 0.9683 -1.4727
C 8.8945 7.7361 -2.1899
C -3.7344 -1.5501 0.3015
H 4.9692 -4.6156 0.8259
H 5.3341 3.0067 10.2546
H -7.8145 -0.1005 0.3311
C -4.9399 1.7960 -3.8022
C 6.9477 4.2527 2.3153
H 4.5410 -6.8233 1.5597
H 7.4861 4.8189 1.5599
C 2.7993 -9.7377 1.3663
H -4.6232 4.9939 -1.9874
F -6.1388 1.1341 -4.3327
C -4.3748 -7.9433 -6.7416
C 8.9465 -2.6818 -2.9819
H 0.6803 -9.9388 1.7016
C 3.4131 4.5911 7.2838
H 2.4472 3.0177 -0.8466
F -4.3937 2.2184 -5.1606
C -5.4446 1.4807 -0.7391
C 3.4138 3.2896 9.3192
C 4.8747 3.3670 3.1835
H -7.8294 0.4564 2.5670
H 5.9736 -1.7963 -0.6572
H -8.1013 -1.6074 4.4386
H -9.9030 2.2057 0.7875
H 9.8795 -0.8995 -2.2107
Br -2.3859 3.2074 0.5103
C 1.3406 -7.9033 1.9516
H 0.1104 2.6283 2.5345
H -4.4202 -8.8300 -7.3683
H 9.8421 6.0400 1.1647
C 3.7568 -2.8592 1.1232
C -5.4453 -7.6226 -5.9074
C -3.1894 -5.9842 -5.9719
H 4.8763 -9.2367 1.0887
C -4.2584 -5.6656 -5.1350
H 7.4856 2.5144 5.1881
H -6.3264 -8.2592 -5.8853
H -10.4233 -0.0323 1.5297
H -4.2134 -4.7780 -4.5094
H -2.9805 -1.3699 1.2205
C 7.8167 -3.4998 -2.9518
C -4.6191 0.3645 -1.6804
C 2.7233 3.8593 8.2499
C 1.0137 1.3890 -1.5504
C 5.5653 2.7973 4.2528
C 9.0020 -1.5406 -2.1822
N -9.6721 -2.3828 2.2669
N 0.9736 3.0523 2.0821
H -0.6260 -0.1484 -1.8957
C -1.4194 2.0213 -2.3366
H -0.8333 0.8697 -0.3278
H -3.0405 3.0185 -3.2807
H -7.3576 1.4308 -2.1732
C -8.8368 1.0386 2.4375
H 1.5650 -4.2226 -1.7687
H 1.5926 0.4017 -1.2381
H -2.6718 4.9299 -2.2790
H -2.4693 0.9310 -4.5291
H -2.3954 5.9924 -0.4373
H 11.1591 5.5612 -0.8833
H -7.2833 2.8389 -0.9585
H -2.3119 -5.3431 -6.0004
H 5.3346 5.3111 6.6263
C -3.6794 -0.7819 -4.9375
C 7.9330 -1.2220 -1.3453
H 4.3677 -2.4802 1.9380
C -5.2666 -2.2901 -2.4252
C 4.0936 -4.0608 0.4994
H 9.7824 -2.9335 -3.6289
H -6.2932 -0.9679 -0.9511
C 3.6966 -7.5061 1.5951
H -0.9546 1.9587 -3.4410
H 2.8754 2.7222 10.0738
I -5.4334 -1.5562 -5.9065
C 1.5650 2.0867 1.0547
H 3.7979 3.2412 3.1035
C 1.3965 2.5869 -0.4989
H 7.7712 -4.3865 -3.5786
C 9.5743 6.5126 0.2236
H 1.6464 3.7335 8.1700
C -5.6972 -0.7970 -1.9784
C 10.3161 6.2464 -0.9269
H -4.0029 6.4148 -0.4835
H -9.0669 0.7006 -0.7922
*
```

4.
The following is a DFT calculation (ωB97M-V/def2-TZVPD) of a single C4H6N2 molecule in a non-equilibrium geometry.

Strongest force on any atom ... 1.69 eV/Å
Energy relative to the best compared isomer or geometry (same formula, charge and spin) ... 70.9 kcal per mole

Geometry as ORCA input:
```
! RIJCOSX wB97M-V def2-TZVPD def2/J DEFGRID3
* xyz 0 1
H 0.7458 1.3364 -1.5493
C 0.0972 0.5668 -1.1413
H -1.8599 1.1252 1.0111
C 0.7222 -0.5003 -0.3563
H 0.3004 -1.5034 -0.3535
N 2.1274 -0.5365 -0.1494
H -1.8460 -0.5265 0.3480
N 0.0126 0.5515 0.3118
C -1.2632 0.2129 0.9222
H -1.0929 -0.1818 1.9292
H -0.7725 0.2838 -1.7297
C 2.8288 -0.8280 0.7570
*
```

5.
The following is a DFT calculation (ωB97M-V/def2-TZVPD) of a molecular structure, C52H56AsN7O2SW in a non-equilibrium geometry.

Strongest force on any atom ... 1.82 eV/Å
<S²> ... 2.08
Energy relative to the best compared isomer or geometry (same formula, charge and spin) ... 178.5 kcal per mole

Geometry as ORCA input:
```
! RIJCOSX wB97M-V def2-TZVPD def2/J DEFGRID3
* xyz 2 3
C -2.2861 2.0330 3.5644
C 2.2643 2.8904 1.4978
C 0.1340 -2.0598 0.0904
C -1.6081 -5.5906 1.9539
H -0.5444 -5.0280 3.6973
C 0.6757 2.3083 -4.3497
H 1.1801 -2.5732 5.8654
N 2.7223 1.9145 -4.0238
C -1.5808 -0.6673 -1.6171
C -1.0008 3.4640 1.9049
H -4.3625 0.6623 -2.9959
H -3.8846 -4.3956 -1.0271
C -0.7720 -4.8033 2.6650
H 1.9036 -5.0979 -4.5311
H -0.7993 4.0657 4.6180
C 2.1458 -3.8564 1.0971
C -0.8759 -1.0331 0.6863
H -2.0617 -6.4557 2.4193
H -0.8878 1.3646 -2.3320
H 1.1777 -1.4340 3.7123
H -2.8712 2.8397 4.0045
H -0.4509 -3.1877 5.6195
C -2.0503 4.3756 1.8169
H -2.3265 -0.5951 -3.6362
As 0.2601 -1.2504 -1.7234
C -0.4579 -0.6533 4.8031
H 2.8008 6.1588 -1.1869
H -0.8140 3.7305 -4.8672
C 1.1417 -3.4906 -5.7307
H -0.6278 2.3919 -6.0025
H 1.3603 -3.9854 -6.6672
H -0.5408 -5.6966 -2.1979
H 0.3596 6.1062 -2.5320
H -2.8736 1.6033 2.7488
N 2.6701 0.5522 1.2833
H -1.6657 -5.0706 -3.4093
C -0.1922 3.2372 4.2480
H -3.4462 -2.6880 -1.0503
C -0.1211 -3.5920 2.0681
C 1.1499 4.7604 -1.0231
C 0.5671 -2.2357 -3.3361
C -3.6341 0.3937 -2.2423
H 5.1558 -1.5261 2.1812
C -2.1226 5.2987 0.7910
O 2.6108 4.0163 1.7617
H -3.6274 -3.5815 -2.5673
C -0.0032 3.4992 0.9250
C -2.9545 0.3542 0.0758
C 4.3718 1.7712 2.4008
C 0.5608 -2.2294 -5.7357
C -0.9183 2.5322 3.0946
C 0.2814 -1.5908 -4.5368
N 0.8685 1.9547 -3.0192
H -2.1726 1.2812 4.3445
C 2.6465 -1.7282 0.9320
H -1.2458 -3.2289 -1.9837
C 0.4791 -2.9266 5.1090
H -0.3106 1.6706 2.8005
H 1.8162 3.8922 -1.0141
C -1.5449 -5.2972 -2.3488
H 2.3436 5.7951 0.4848
H 4.7185 2.7274 2.7689
C 0.7192 5.0792 -2.4625
C 0.2229 -1.8175 4.0888
C 3.3885 -0.5905 1.4173
H 3.6977 1.8394 -4.2688
H -0.4835 0.2368 4.1804
H 1.9409 -4.4245 0.2012
S 2.9322 1.2608 -1.3729
H -2.2560 -6.0863 -2.1026
H 0.8953 -3.8390 4.6867
O 3.2168 -2.9410 0.9897
H -2.5823 -5.9380 0.0762
H 0.7697 3.6451 3.9348
H -1.1332 6.1197 -0.9095
H -0.1609 -0.6001 -4.5497
C 2.1830 1.7045 -2.8306
H -1.4812 -0.9082 5.0922
H 1.3297 6.8539 -0.5005
N 1.4409 -1.4103 0.5319
C -3.2734 -3.6501 -1.5370
H -3.1637 0.6000 1.1091
H 6.0550 0.6158 3.0948
C -0.0197 4.4842 -0.0848
H 1.5712 5.0062 -3.1424
C -1.8956 -5.2989 0.6121
H 1.3947 -3.9849 -2.3904
C -0.4260 -3.3942 0.5782
C -1.8207 -0.3736 -0.2695
H 1.8680 -3.0716 2.9370
C -1.3115 -4.2012 -0.0823
H -2.9544 5.9883 0.7366
C -1.7911 -4.0377 -1.5122
C 1.1661 -3.4893 -3.3262
W 1.0485 0.6329 0.0891
C 4.6184 -0.5943 2.0719
N -0.0657 1.8577 -1.9891
N 1.0424 2.4984 0.9516
N 1.8093 2.2800 -4.9692
H -0.3484 2.7935 -1.6835
H -1.8427 -0.5108 2.4657
C -1.1041 5.3561 -0.1428
H 0.0873 -0.4024 5.7135
C -3.8432 0.7512 -0.9156
C -0.6362 -2.2963 2.8862
C -2.4877 -0.3106 -2.6026
C -1.1068 -1.1663 2.0098
H -4.7241 1.3173 -0.6444
H 0.3288 -1.7422 -6.6733
H -0.0279 2.5452 5.0765
C -0.6349 2.6584 -4.9483
H -2.8279 4.3678 2.5675
H -1.5753 -2.6378 3.3463
C 1.4473 -4.1171 -4.5304
H -0.0958 4.4559 -2.8392
H -1.4556 2.1382 -4.4528
C 1.9618 5.9639 -0.5162
C 3.1723 1.7235 1.7367
C 1.3825 -3.6293 2.1488
C 5.1094 0.5937 2.5723
*
```

6.
The following is a DFT calculation (ωB97M-V/def2-TZVPD) of a molecular structure, C34H60EuN2O2Si in a non-equilibrium geometry.

Strongest force on any atom ... 1.84 eV/Å
<S²> ... 12.04
Energy relative to the best compared isomer or geometry (same formula, charge and spin) ... 0.0 kcal per mole

Geometry as ORCA input:
```
! RIJCOSX wB97M-V def2-TZVPD def2/J DEFGRID3
* xyz 1 7
C 4.0222 -0.9261 3.9919
C -4.9837 0.4889 1.7666
H -0.2378 -2.1525 -2.3366
H 2.2264 -0.3928 5.7930
C -0.2411 -4.0604 -1.4682
H -0.4357 -1.6005 -6.7282
C 1.7880 -0.1375 4.8185
C -0.6534 -1.2025 -4.6470
H -2.0723 -1.8791 -6.1426
H 0.4319 -1.1246 -4.5221
C 2.7416 -3.3219 -1.3238
H 2.2704 4.3109 3.4733
C -5.2140 0.1844 3.1054
H -2.9184 -0.8184 -3.6563
H -6.1826 -0.2066 3.4221
C -2.0430 3.9853 1.7786
C -1.2680 2.8489 -2.6039
H 1.3251 0.8542 4.9164
H 0.3122 -4.4892 -0.6287
C 2.7159 0.5101 2.5504
H -4.3605 -2.8037 -3.2822
C -3.7389 0.9530 1.3408
H 0.3616 4.3731 2.5293
H -2.4888 3.9226 0.7735
H -3.8115 2.3400 -0.3229
H -1.8794 3.2778 -1.7980
H -5.7744 0.3651 1.0267
Eu 0.0461 -0.1856 1.1029
H 0.1468 -2.9828 2.3684
C -1.8715 1.0696 4.6743
Si 0.4388 2.3447 -1.9963
H 3.7570 -3.3222 -1.7362
H -1.0769 -0.1907 -4.6813
H 2.6247 1.7679 -3.0260
H 5.8893 -1.6337 3.1834
H -1.5239 4.9475 1.8718
O -1.1379 -1.8459 -3.4512
H 4.1413 -1.4171 4.9579
N -1.4248 1.6044 1.9222
C 2.8683 -0.1766 3.7764
H 1.3748 4.5701 -1.5320
H -1.2549 -3.8002 -1.1594
H -1.1805 3.6091 -3.3920
H 2.7392 1.7923 0.1622
C 3.6977 0.3881 1.5364
C 4.8278 -0.3893 1.7826
H -1.8131 1.9924 -3.0193
C -1.0135 -1.9853 -5.8861
H -1.6553 2.1358 4.8445
C 0.3256 0.6208 -1.2926
H -3.2712 -3.1062 -4.6367
N 1.5337 1.2729 2.3260
H 1.7106 -3.2231 -3.2550
C 4.9970 -1.0417 3.0022
H 3.4023 3.4243 2.4186
C -1.0357 2.8780 2.0102
H 1.9561 3.2262 -3.7857
H -0.7734 -3.0500 -5.7838
H 1.3147 1.6191 -4.2133
C 3.5701 1.0777 0.2098
H -0.6446 -4.4262 -3.5846
C 0.8858 -2.4541 1.7438
C 2.6108 3.3139 3.1768
H -0.8050 -5.8129 -2.5230
C 0.2538 3.3039 2.3741
H 5.5853 -0.4559 1.0017
C -2.7163 1.1487 2.2986
H 1.8338 3.4943 -0.2156
C -4.2030 0.3759 4.0448
C 1.6996 2.2356 -3.3910
H -4.3650 0.1538 5.0986
O 0.3988 -2.6744 -1.6921
H 2.4540 -4.3605 -1.1289
C 1.4253 2.5604 2.6154
C -0.2038 -4.9150 -2.7064
H 0.8129 -5.2474 -2.9414
C -2.5425 -1.7145 -3.1432
H -2.1907 0.6455 5.6344
H 0.2002 4.1555 -0.2761
H 2.0195 -1.6274 -2.4967
H 1.8649 -2.4759 2.2428
C 1.0128 3.7520 -0.8915
H -2.8421 3.9478 2.5332
H 2.7684 -2.7787 -0.3711
H 3.4298 0.3508 -0.6085
H 3.0240 2.8055 4.0589
C -3.5298 1.2966 -0.1023
H -0.9236 0.5851 4.3928
H -0.5447 0.0629 -1.7003
H -4.1716 0.6576 -0.7265
H 0.9857 -0.8718 4.6260
H 1.2210 0.0026 -1.4900
C -2.9543 0.8553 3.6604
H -2.9477 -3.8352 -3.0368
H -2.4922 1.1597 -0.4362
H 0.9661 -2.9570 0.7696
C -3.3127 -2.9423 -3.5548
H 4.4963 1.6310 -0.0172
C 1.8101 -2.6824 -2.3086
H -2.5900 -1.5516 -2.0585
*
```

Q: Which of these has the highest strongest force on any atom?
A: C64H83BrF3IN7O4S

Q: Which of these has the highest strongest force on any atom?
A: C64H83BrF3IN7O4S

Q: Which value of strongest force on any atom does entry 3 give?
A: 9.69 eV/Å

Q: The highest strongest force on any atom belongs to which entry?
A: C64H83BrF3IN7O4S